(1)
Below is a cluster of 2 separate species, C6H12NP in total in a non-equilibrium geometry, with properties calculated with ωB97M-V with the def2-TZVPD basis set.

The calculation puts the molecular weight at 129.14 Da. Its spin multiplicity is 3. For the HOMO energy (spin up / spin down), the calculation gives -4.2 / -8.6 eV. The total charge is 0. As for the energy relative to the best compared isomer or geometry (same formula, charge and spin): 313.0 kJ/mol.

Each line ends with the Mulliken spin population.
Element x y z (Å)
C (-0.963615, 0.346935, 1.216578)  -0.062
C (-1.713973, 0.746560, -1.131026)  -0.092
C (0.580794, 2.180052, -0.058226)  0.633
C (-0.258887, -2.313019, -0.320646)  0.098
C (1.889496, -0.751672, 0.819491)  0.070
C (-0.604546, 0.482718, -0.163282)  0.366
N (-1.173538, 0.225925, 2.354960)  0.161
P (0.748877, -0.694070, -0.691966)  0.834
H (-1.359651, 1.502746, -1.842649)  0.032
H (-1.783171, -0.123299, -1.873121)  0.032
H (-2.562276, 1.162569, -0.635176)  0.004
H (0.008098, 3.123744, 0.055373)  -0.040
H (1.175028, 2.213319, -0.868689)  -0.038
H (1.294075, 2.219500, 0.831884)  -0.034
H (0.257175, -3.340812, -0.205582)  -0.033
H (-0.871088, -2.322940, -1.200256)  -0.005
H (-0.947220, -1.973410, 0.522368)  0.046
H (2.785082, -0.051184, 0.946968)  -0.004
H (2.258554, -1.802577, 0.552886)  -0.002
H (1.240783, -0.831087, 1.690110)  0.035

Cartesian forces, eV/Å:
C 0.6 -0.3 -1.4
C 2.0 -0.6 -2.3
C -0.7 1.3 4.2
C 1.0 -0.1 -0.1
C 1.9 -1.4 -2.1
C 0.1 0.5 1.0
N -0.1 0.0 0.1
P -1.6 -0.6 4.1
H -0.1 0.4 0.2
H -1.1 0.7 1.3
H -0.9 -0.4 0.1
H -0.2 -0.6 -0.3
H 1.9 0.0 -3.4
H -1.0 -0.6 -0.8
H -0.7 1.9 0.0
H -0.6 -0.5 -0.5
H 1.1 -0.5 -0.8
H -1.7 -0.8 -0.4
H 0.1 1.3 1.0
H -0.1 0.3 -0.1

(2)
Below is the ion C6H12NS with charge +1 in a non-equilibrium geometry, with properties calculated with ωB97M-V with the def2-TZVPD basis set.

The calculation puts the molecular weight at 130.24 Da. The SMILES is C[C@]1(S)CC=CC[NH2+]1. For the HOMO energy, the calculation gives -13.4 eV. The total charge is +1. As for the energy relative to the best compared isomer or geometry (same formula, charge and spin): 162.4 kJ/mol.

Each line ends with the Mulliken charge.
Element x y z (Å)
C (0.981155, -1.431096, -0.882554)  -0.387
C (1.691822, -0.429620, -1.273458)  -0.260
C (0.117619, -1.236304, 0.358331)  -1.109
C (1.408880, 0.863029, -0.524180)  -0.616
C (-0.799700, 0.182407, 0.182671)  0.027
C (-1.268528, 0.713793, 1.574639)  -1.233
N (-0.081769, 1.190814, -0.569368)  -0.012
S (-2.241230, -0.364621, -0.700507)  -0.085
H (1.111315, -2.392993, -1.307106)  0.504
H (2.472276, -0.542291, -2.106411)  0.348
H (-0.604955, -2.094401, 0.500640)  0.595
H (0.648685, -1.169806, 1.247359)  0.415
H (1.612936, 0.836258, 0.521165)  0.382
H (2.028255, 1.638497, -1.052595)  0.370
H (-0.437071, 0.878485, 2.291808)  0.317
H (-1.829960, -0.184239, 1.873464)  0.368
H (-1.987702, 1.565640, 1.621883)  0.389
H (-0.248455, 2.104450, -0.239666)  0.378
H (-0.250839, 1.361295, -1.555302)  0.418
H (-2.322737, -1.489305, 0.039189)  0.192

Cartesian forces, eV/Å:
C -1.1 -1.4 2.1
C 1.6 1.7 -1.2
C -2.7 0.6 -2.3
C 1.6 0.9 -2.1
C -0.5 -2.5 1.9
C 0.4 -0.9 0.1
N 2.3 0.0 -1.7
S -1.0 -0.2 -1.0
H -0.2 -0.8 -0.3
H -1.4 0.7 1.4
H 0.8 1.1 -0.2
H 1.4 0.3 1.6
H 0.6 -0.1 0.7
H -1.0 -0.1 0.9
H -0.4 -0.1 -0.4
H 0.1 0.6 0.7
H 0.7 -0.6 -0.6
H -0.2 1.4 1.4
H -0.8 -1.1 -0.6
H -0.3 0.3 -0.4

(3)
Below is the ion C6H12O with charge -1 in a non-equilibrium geometry, with properties calculated with ωB97M-V with the def2-TZVPD basis set.

The calculation puts the molecular weight at 100.16 Da. Its spin multiplicity is 2. For the HOMO energy (spin up / spin down), the calculation gives 1.0 / -2.5 eV. The total charge is -1. As for the energy relative to the best compared isomer or geometry (same formula, charge and spin): 200.4 kJ/mol.

Each line ends with the Mulliken spin population.
Element x y z (Å)
C (-2.592570, 0.117415, 0.298715)  0.262
C (-1.662696, -0.467906, 1.378654)  0.027
C (-0.129165, -0.732476, 1.223288)  -0.093
C (2.190891, 0.208698, -1.633204)  -0.109
O (3.419328, 0.963458, -1.914565)  0.000
C (1.671910, 0.387943, -0.256911)  0.506
C (0.413048, -0.182952, -0.066424)  0.404
H (-2.215773, 0.936884, -0.303270)  -0.088
H (-2.985557, -0.684227, -0.342483)  0.003
H (-3.522189, 0.453261, 0.774839)  -0.073
H (-2.198906, -1.367513, 1.708254)  -0.099
H (-1.750204, 0.220565, 2.230481)  0.009
H (0.281551, -0.391612, 2.186355)  0.017
H (0.113197, -1.809245, 1.286620)  0.084
H (2.507725, -0.808343, -1.846192)  0.023
H (1.421787, 0.566573, -2.375798)  0.081
H (3.203807, 1.889038, -2.068162)  0.011
H (2.163793, 0.854521, 0.592462)  0.022
H (-0.329986, -0.154084, -0.872650)  0.012

Cartesian forces, eV/Å:
C -0.5 -0.7 -0.1
C -0.5 0.2 0.9
C -0.7 0.1 -0.6
C 0.8 1.9 0.0
O 0.1 -0.1 -0.3
C -0.5 -0.3 0.1
C -0.8 0.3 0.7
H 0.3 0.0 0.0
H 0.5 0.2 -0.4
H 0.2 0.2 0.3
H 0.2 -0.1 0.2
H 0.0 0.0 -0.1
H 0.5 0.5 -0.5
H -0.4 -0.4 0.0
H -0.2 -0.4 -0.3
H 0.3 -0.7 0.3
H -0.2 -0.2 0.3
H 0.7 -0.2 -0.3
H 0.3 -0.3 -0.1

(4)
Below is the ion C6H12O with charge -1 in a non-equilibrium geometry, with properties calculated with ωB97M-V with the def2-TZVPD basis set.

The calculation puts the molecular weight at 100.16 Da. Its spin multiplicity is 2. For the HOMO energy (spin up / spin down), the calculation gives 0.6 / -3.0 eV. The total charge is -1. As for the energy relative to the best compared isomer or geometry (same formula, charge and spin): 46.5 kJ/mol.

Each line ends with the Mulliken spin population.
Element x y z (Å)
O (1.628712, 1.146169, -2.314017)  0.252
C (1.844439, 0.844197, -1.112631)  0.524
C (0.755580, 0.914970, -0.024738)  0.102
C (-0.113612, -0.371348, 0.149031)  0.126
C (0.433367, -1.220452, 1.282154)  0.281
C (-1.581169, 0.063851, 0.463798)  0.081
C (-2.539550, -1.020090, 0.958713)  0.010
H (2.797858, 0.553741, -0.620733)  -0.001
H (0.140522, 1.824400, -0.088296)  -0.084
H (1.329570, 0.948309, 0.917864)  0.009
H (-0.188486, -0.959946, -0.767556)  -0.050
H (1.533216, -1.233757, 1.153518)  -0.239
H (0.157965, -0.989864, 2.308142)  0.035
H (0.150451, -2.300946, 1.194465)  0.002
H (-1.925887, 0.575003, -0.445342)  0.023
H (-1.514265, 0.840376, 1.238593)  -0.040
H (-3.224821, -0.543555, 1.674225)  0.001
H (-3.103914, -1.403934, 0.111745)  -0.015
H (-2.019278, -1.853223, 1.432093)  -0.017

Cartesian forces, eV/Å:
O 0.0 0.2 -1.3
C -0.7 -0.2 2.5
C 1.2 -0.8 -0.3
C -1.9 0.8 0.6
C 0.9 -2.0 -0.8
C 1.0 0.3 0.1
C -0.1 0.6 -0.3
H 0.3 0.2 -0.8
H -0.2 -0.1 -0.2
H -0.2 0.4 0.0
H 0.5 0.1 -0.1
H -0.3 0.1 0.4
H 0.0 0.8 0.0
H 0.0 0.7 -0.1
H -0.3 -0.1 0.2
H 0.0 0.0 -0.1
H -0.1 -0.5 -0.1
H -0.2 -0.2 0.1
H -0.1 0.1 0.1

(5)
Below is a cluster of 2 separate species, C6H12O in total in a non-equilibrium geometry, with properties calculated with ωB97M-V with the def2-TZVPD basis set.

The calculation puts the molecular weight at 100.16 Da. Its spin multiplicity is 2. For the HOMO energy (spin up / spin down), the calculation gives 1.0 / -5.3 eV. The total charge is -1. As for the energy relative to the best compared isomer or geometry (same formula, charge and spin): 208.1 kJ/mol.

Each line ends with the Mulliken spin population.
Element x y z (Å)
C (-0.041272, -2.370735, 0.280767)  0.299
C (-0.020743, -1.222701, 1.310825)  0.488
C (0.780811, -0.079325, 0.856683)  -0.084
C (0.433210, 0.767435, -0.128981)  0.690
C (1.280802, 1.959879, -0.258177)  -0.124
C (0.959829, 3.160800, 0.221291)  0.217
H (-1.076084, -2.415435, -0.149086)  -0.079
H (-0.038680, -3.340095, 0.748632)  -0.129
H (0.698754, -2.300219, -0.498187)  -0.023
H (0.358893, -1.554600, 2.331578)  -0.001
H (-1.020497, -1.062690, 1.767586)  -0.193
H (1.842701, -0.023180, 1.132585)  -0.009
H (-0.545779, 0.780834, -0.670054)  -0.196
H (2.344896, 1.855982, -0.471036)  0.014
H (-0.052696, 3.365267, 0.582920)  -0.152
H (1.636074, 3.997542, 0.373291)  -0.023
H (-3.049339, -0.340936, -3.016127)  -0.520
H (-2.221327, -0.392908, -1.760083)  -0.041
O (-2.269551, -0.784916, -2.654428)  0.866

Cartesian forces, eV/Å:
C -2.3 -0.1 0.4
C 0.3 -1.6 2.3
C 0.1 0.3 -1.2
C -0.7 0.7 0.0
C 0.9 0.6 0.6
C -1.1 0.4 0.2
H 0.9 0.5 -0.4
H 0.6 -0.6 0.4
H 0.2 0.1 -0.1
H 0.7 -0.1 -1.3
H -0.2 0.8 -1.4
H -0.5 0.1 0.6
H 0.6 -0.2 0.7
H 0.0 -0.4 -0.3
H 0.2 -0.2 -0.1
H 0.3 -0.2 -0.5
H -0.1 0.0 -0.1
H 0.0 -0.1 0.0
O 0.0 0.1 0.1

(6)
Below is a cluster of 2 separate species, C6H12O in total in a non-equilibrium geometry, with properties calculated with ωB97M-V with the def2-TZVPD basis set.

The calculation puts the molecular weight at 100.16 Da. The SMILES is C1[C@H]2C[C@@H]12.CCO. For the HOMO energy, the calculation gives -8.8 eV. The total charge is 0. As for the energy relative to the best compared isomer or geometry (same formula, charge and spin): 453.3 kJ/mol.

Each line ends with the Mulliken charge.
Element x y z (Å)
C (-0.828271, -2.428961, 1.553402)  -1.154
C (-1.018784, -1.024455, 1.034224)  -0.247
O (0.259764, -0.450376, 0.984324)  -0.534
C (0.064588, 1.355148, -0.350726)  0.039
C (1.239972, 2.230240, -0.471445)  -0.594
C (0.449073, 1.747067, -1.665026)  -0.199
C (0.652016, 0.288750, -1.568620)  -0.895
H (-0.280933, -2.369377, 2.499635)  0.276
H (-0.208754, -2.986240, 0.841595)  0.277
H (-1.772729, -2.951760, 1.704543)  0.382
H (-1.648509, -0.425731, 1.710446)  0.280
H (-1.528474, -1.023255, 0.051053)  0.309
H (-0.808426, 1.538003, 0.302171)  0.353
H (2.223629, 1.825906, -0.227944)  0.167
H (1.100683, 3.277066, -0.209090)  0.239
H (-0.094325, 2.290036, -2.402343)  0.354
H (-0.054176, -0.374691, -2.082771)  0.293
H (1.696346, -0.062341, -1.750684)  0.302
H (0.557312, -0.455030, 0.047253)  0.352

Cartesian forces, eV/Å:
C -0.2 -0.3 0.1
C -0.1 -0.3 0.2
O 0.5 -1.0 0.6
C 0.2 -0.2 -1.1
C 0.3 0.3 -0.2
C 0.1 0.9 -0.9
C -0.5 0.7 0.0
H -0.2 -0.1 -0.1
H -0.1 0.0 0.1
H 0.0 -0.1 0.0
H 0.1 -0.1 0.0
H 0.3 0.0 0.2
H 0.6 -0.8 -0.9
H -0.1 0.1 -0.3
H -0.1 -0.2 0.1
H 0.0 0.5 -0.4
H -0.1 0.5 0.4
H -0.6 0.2 1.0
H -0.1 -0.1 1.2

(7)
Below is an isolated molecule of C6H12O, with properties calculated with ωB97M-V with the def2-TZVPD basis set.

The calculation puts the molecular weight at 100.16 Da. The SMILES is CC1(O)CCCC1. For the HOMO energy, the calculation gives -9.6 eV. The total charge is 0. As for the energy relative to the best compared isomer or geometry (same formula, charge and spin): 152.8 kJ/mol.

Each line ends with the Mulliken charge.
Element x y z (Å)
C (-1.339769, -1.628650, -0.498478)  -1.583
C (-0.584906, -0.512185, 0.201386)  0.892
O (-1.494989, -0.168655, 1.290994)  -0.575
C (0.798765, -0.429849, 0.845677)  -0.904
C (0.972591, 1.112677, 0.830544)  -0.388
C (1.013575, 1.401108, -0.658813)  -0.665
C (-0.129064, 0.475997, -1.136432)  -0.876
H (-1.723232, -2.444542, 0.122199)  0.350
H (-0.775201, -2.001097, -1.349755)  0.340
H (-2.224907, -1.098498, -0.879725)  0.361
H (-1.034390, -0.389310, 2.124161)  0.400
H (0.908139, -0.855737, 1.851271)  0.295
H (1.531908, -0.904549, 0.189144)  0.286
H (0.039961, 1.558387, 1.201663)  0.303
H (1.800017, 1.509753, 1.418762)  0.387
H (1.999298, 1.111397, -1.056392)  0.291
H (0.869063, 2.455266, -0.919981)  0.308
H (0.298407, -0.200709, -1.905005)  0.320
H (-0.925268, 1.009196, -1.671221)  0.460

Cartesian forces, eV/Å:
C 0.2 -0.1 -0.2
C 0.4 0.3 -0.8
O 0.0 0.8 -0.5
C 0.2 -0.1 0.0
C 0.2 0.0 0.2
C -0.1 0.0 0.1
C -0.4 -0.1 0.5
H 0.4 0.1 0.1
H -0.1 -0.3 0.0
H 0.1 -0.3 -0.1
H -0.3 0.3 -0.8
H -0.3 -0.1 -0.2
H 0.2 0.1 0.2
H 0.3 -0.1 0.2
H 0.1 -0.2 -0.1
H -0.4 0.0 -0.1
H -0.1 -0.2 0.1
H -0.5 -0.1 0.7
H -0.1 -0.1 0.5

(8)
Below is an isolated molecule of C6H12O, with properties calculated with ωB97M-V with the def2-TZVPD basis set.

The calculation puts the molecular weight at 100.16 Da. The SMILES is CC[C@H]1CCCO1. For the HOMO energy, the calculation gives -9.5 eV. The total charge is 0. As for the energy relative to the best compared isomer or geometry (same formula, charge and spin): 40.0 kJ/mol.

Each line ends with the Mulliken charge.
Element x y z (Å)
C (2.512627, -0.384370, 0.070922)  -1.248
C (1.387290, 0.349101, -0.651689)  -0.491
C (0.150310, 0.532713, 0.226740)  0.095
C (-1.091702, 1.021046, -0.557007)  -0.736
C (-2.183373, 0.007897, -0.186373)  -0.481
C (-1.354096, -1.220013, 0.174666)  -0.443
O (-0.222032, -0.701590, 0.843402)  -0.440
H (2.754303, 0.101636, 1.023457)  0.313
H (2.208818, -1.410521, 0.295295)  0.274
H (3.423466, -0.415181, -0.535770)  0.375
H (1.721825, 1.341871, -0.983693)  0.335
H (1.107821, -0.204310, -1.559433)  0.294
H (0.399443, 1.218301, 1.048160)  0.357
H (-1.367339, 2.047517, -0.298802)  0.333
H (-0.892912, 0.996578, -1.635234)  0.318
H (-2.893601, -0.177210, -0.997701)  0.318
H (-2.742955, 0.344728, 0.692587)  0.254
H (-1.855002, -1.913098, 0.856741)  0.317
H (-1.058751, -1.775934, -0.730636)  0.257

Cartesian forces, eV/Å:
C 0.1 0.0 0.0
C 0.0 0.0 -0.1
C 0.1 0.2 -0.1
C 0.0 0.1 0.0
C -0.1 0.0 0.0
C -0.2 -0.1 -0.1
O 0.0 0.0 0.1
H 0.0 0.0 -0.1
H 0.1 0.1 0.0
H -0.1 0.0 0.1
H -0.1 -0.1 0.0
H 0.0 0.1 0.1
H 0.0 -0.1 -0.1
H 0.1 -0.2 0.0
H 0.0 0.0 0.2
H 0.1 0.0 0.1
H 0.1 0.0 -0.1
H 0.1 0.1 -0.1
H 0.0 0.1 0.1

| no. | energy (eV) |
| --- | --- |
| 1 | -17187.35121 |
| 2 | -18733.57079 |
| 3 | -8460.76016 |
| 4 | -8462.35579 |
| 5 | -8460.68071 |
| 6 | -8459.65537 |
| 7 | -8462.77043 |
| 8 | -8463.93924 |